Computed, not measured: a molecular structure, C49H41NO11PS4Sr in a non-equilibrium geometry, with the ωB97M-V functional and the def2-TZVPD basis.

Summary:
energy relative to the best compared isomer or geometry (same formula, charge and spin) = 103.12 kJ/mol
total charge = -1
E_HOMO = -5.53 eV

Atoms and positions in Å:
Sr -0.64218 0.27316 0.63705
O 3.70774 -2.99612 0.06903
C 2.58757 -2.21966 -0.21042
O 1.40550 -3.01971 -0.38609
C 2.47200 -1.21837 0.94817
O 1.15817 -1.08654 1.43974
C 0.74610 -2.09454 2.37053
C -0.78024 -2.10709 2.57609
O -1.18553 -2.70107 3.58082
O -1.46194 -1.54738 1.63751
H 3.73134 -3.69117 -0.60204
H 3.13991 -1.51914 1.74581
H 2.78147 -0.23314 0.60873
H 0.99803 -3.07683 1.98737
H 1.22170 -1.92347 3.33210
O -1.34947 4.03249 2.18709
S -1.54558 2.81993 1.44786
O -1.69781 1.59031 2.26216
O -0.53382 2.58892 0.38871
C -3.11391 3.07178 0.60867
C -4.05722 3.77739 1.37039
C -5.28273 4.10990 0.82852
C -5.57050 3.76463 -0.48503
C -4.64085 3.06108 -1.24019
C -3.39945 2.68086 -0.72313
P -2.14209 1.63722 -1.66299
C -3.10561 1.10482 -3.15652
C -4.29862 0.38741 -2.97817
C -5.00269 -0.13581 -4.05527
C -4.51782 0.03379 -5.34835
C -3.32541 0.71661 -5.54274
C -2.62106 1.24316 -4.45770
C -1.08866 2.96240 -2.44043
C -1.55315 4.21864 -2.80933
C -0.67944 5.17346 -3.32764
C 0.67046 4.87352 -3.48776
C 1.14109 3.60976 -3.14664
C 0.26574 2.66190 -2.62735
H -3.80172 4.06763 2.38345
H -6.00819 4.65283 1.42460
H -6.52112 4.04714 -0.92916
H -4.88637 2.80257 -2.26043
H -4.69229 0.24355 -1.97650
H -5.92172 -0.68800 -3.88219
H -5.05947 -0.37857 -6.19503
H -2.92449 0.83428 -6.54319
H -1.68673 1.76236 -4.63440
H -2.60121 4.46857 -2.68480
H -1.05470 6.15445 -3.59971
H 1.35379 5.62574 -3.86616
H 2.19096 3.36571 -3.27136
H 0.62582 1.67187 -2.34367
O -0.14966 -0.65217 -1.36673
C -0.17514 -1.86649 -1.98502
C 1.21262 -2.59624 -1.75104
C 2.45900 -1.68896 -1.68586
C 3.49694 -2.16717 -2.65176
C 3.18315 -3.29183 -3.28839
S 1.61067 -3.99221 -2.93777
C -0.32690 -1.69847 -3.50949
C 0.48018 -0.92249 -4.29250
C 0.15713 -1.00792 -5.68432
C -0.90518 -1.83879 -5.91122
S -1.49847 -2.49274 -4.45894
C -1.33272 -2.75285 -1.44619
C -2.59323 -2.28727 -1.23675
C -3.51419 -3.28461 -0.79039
C -2.92341 -4.50792 -0.67645
S -1.27167 -4.43230 -1.08538
H 2.22493 -0.62936 -1.73396
H 4.44427 -1.64471 -2.79740
H 3.81709 -3.79676 -4.02013
H 1.28577 -0.31386 -3.88513
H 0.68530 -0.47252 -6.47039
H -1.37806 -2.07799 -6.85827
H -2.84574 -1.24420 -1.38714
H -4.55901 -3.09461 -0.55757
H -3.36337 -5.44132 -0.34208
C 2.57900 -4.73991 4.21052
O 2.99875 -3.51795 4.84785
C 3.68338 -2.58943 4.11867
C 4.67240 -2.90355 3.20437
C 5.38554 -1.88195 2.58357
C 5.13247 -0.55784 2.91429
C 4.14200 -0.25082 3.83949
C 3.40023 -1.25814 4.41570
N 2.38274 -1.02622 5.38570
C 1.66487 0.05277 5.72604
C 1.45261 1.30619 5.20644
C 0.78208 2.23283 6.11282
C 0.62586 3.52905 5.80431
C 1.10007 4.00568 4.51604
C 1.63289 3.18293 3.59447
C 1.77343 1.75392 3.84579
O 2.10730 0.95991 2.96575
H 3.24640 -5.02073 3.40131
H 1.57596 -4.62691 3.82102
H 2.58720 -5.51454 4.96884
H 4.89389 -3.93616 2.97314
H 6.14386 -2.13033 1.84857
H 5.69398 0.24362 2.44957
H 3.95386 0.77831 4.12166
H 2.12606 -1.86531 5.87725
H 1.15564 -0.13024 6.66683
H 0.42282 1.84921 7.06370
H 0.13289 4.20791 6.48748
H 0.98088 5.05668 4.27286
H 1.90705 3.53354 2.60627

Löwdin atomic charge list, values in e, 99 entries:
1 Sr 1.5693
2 O 0.0591
3 C -0.4152
4 O -0.0287
5 C -0.0824
6 O -0.2776
7 C -0.0840
8 C -0.6292
9 O 0.0021
10 O -0.2289
11 H 0.1030
12 H 0.0883
13 H 0.1454
14 H 0.1295
15 H 0.1068
16 O -0.2921
17 S 0.4312
18 O -0.4478
19 O -0.5188
20 C -0.2385
21 C -0.0604
22 C -0.0837
23 C -0.0817
24 C -0.1023
25 C -0.2934
26 P 1.1277
27 C -0.3471
28 C -0.1303
29 C -0.0860
30 C -0.1013
31 C -0.0953
32 C -0.0782
33 C -0.3561
34 C -0.0769
35 C -0.0857
36 C -0.0981
37 C -0.0800
38 C -0.0935
39 H 0.1145
40 H 0.1014
41 H 0.1010
42 H 0.0954
43 H 0.1076
44 H 0.1014
45 H 0.0976
46 H 0.1009
47 H 0.1021
48 H 0.1032
49 H 0.0965
50 H 0.0945
51 H 0.0995
52 H 0.0911
53 O -0.4013
54 C -0.5542
55 C -0.5010
56 C -0.1528
57 C -0.1342
58 C -0.4092
59 S 0.9664
60 C -0.4768
61 C -0.1313
62 C -0.1857
63 C -0.4398
64 S 1.0500
65 C -0.4751
66 C -0.1504
67 C -0.1691
68 C -0.4189
69 S 1.0380
70 H 0.1367
71 H 0.1105
72 H 0.0681
73 H 0.1106
74 H 0.0947
75 H 0.0603
76 H 0.0829
77 H 0.1007
78 H 0.0602
79 C -0.0272
80 O -0.0923
81 C -0.2509
82 C -0.0249
83 C -0.0961
84 C -0.0788
85 C -0.0226
86 C -0.1642
87 N 0.1268
88 C -0.0155
89 C -0.1137
90 C -0.0618
91 C -0.0934
92 C -0.0702
93 C -0.0117
94 C -0.3694
95 O 0.0197
96 H 0.0774
97 H 0.0876
98 H 0.0886
99 H 0.1104